ORCA calculation (wB97M-V/def2-TZVPD) on an isolated molecule of C4H8O2 at a distorted geometry.

Element x y z (Å)
C -0.2458 1.4325 -0.2600
C 0.2300 0.2642 0.1147
C 1.6631 0.0841 0.3876
O 2.2181 -0.8764 -0.4859
O -0.4801 -0.9052 0.1120
C -1.8425 -0.7758 -0.0606
H -1.2758 1.6172 -0.4660
H 0.3993 2.3432 -0.3920
H 2.2463 1.0366 0.3228
H 1.8558 -0.2535 1.4340
H 1.7846 -1.7196 -0.4112
H -2.2656 -1.7413 0.0379
H -2.2257 -0.1295 0.7232
H -2.0617 -0.3764 -1.0565

HOMO-LUMO gap ... 10.173 eV
Energy relative to the best compared isomer or geometry (same formula, charge and spin) ... 48.13 kcal per mole
Structure (SMILES) ... C=C(CO)OC
HOMO ... -0.3389 Eh
DFT total energy ... -307.63573 Ha
Total charge ... 0

***

ORCA calculation (wB97M-V/def2-TZVPD) on a 3-piece molecular cluster, C4H8O2 overall.

Element x y z (Å)
C -1.6025 -1.1002 0.0791
C -2.0637 0.0744 -0.3356
H -1.8365 -1.4965 1.0641
H -0.9594 -1.7179 -0.5415
H -1.8172 0.4700 -1.3180
H -2.7037 0.6917 0.2915
C 0.7724 1.7654 0.4485
O 1.0615 1.5057 -0.6947
H 0.5350 0.9767 1.1847
H 0.7474 2.8096 0.8098
C 1.9671 -0.9912 -0.2539
O 1.4167 -1.4774 0.7042
H 2.9026 -0.4079 -0.1557
H 1.5803 -1.1022 -1.2825

HOMO-LUMO gap ... 10.533 eV
Energy relative to the best compared isomer or geometry (same formula, charge and spin) ... 75.85 kcal per mole
Structure (SMILES) ... C=C.C=O.C=O
HOMO ... -0.3639 Eh
DFT total energy ... -307.59155 Ha
Total charge ... 0

***

ORCA calculation (wB97M-V/def2-TZVPD) on an isolated molecule of C4H8O2 at a distorted geometry.

Element x y z (Å)
C -0.6722 -0.2655 1.9507
C 0.0429 -0.4537 0.6660
O -0.8195 -0.8101 -0.3771
C -0.0594 0.5463 -0.3742
C 0.9172 0.5763 -1.5362
O 0.1989 -0.2130 -2.4449
H -1.5931 0.2998 1.7702
H -0.9304 -1.2423 2.3602
H -0.0238 0.2816 2.6332
H 0.9763 -1.0172 0.6785
H -0.7772 1.3588 -0.3326
H 1.9138 0.1615 -1.2763
H 1.1124 1.5937 -1.9263
H -0.2858 -0.8164 -1.7911

HOMO-LUMO gap ... 10.872 eV
Energy relative to the best compared isomer or geometry (same formula, charge and spin) ... 62.40 kcal per mole
Structure (SMILES) ... C[C@H]1O[C@@H]1CO
HOMO ... -0.3610 Eh
DFT total energy ... -307.61300 Ha
Total charge ... 0

***

ORCA calculation (wB97M-V/def2-TZVPD) on a 2-piece molecular cluster, C4H8O2 overall at a distorted geometry.

Element x y z (Å)
C -0.7426 -1.4580 -0.1264
C -1.2343 -0.0326 -0.1267
C -0.4177 1.1216 0.2623
O -1.4439 0.6374 1.1059
H 0.1668 -1.5731 0.4720
H -0.5297 -1.7820 -1.1539
H -1.5128 -2.1244 0.2746
H -2.0590 0.1757 -0.8093
H -0.5256 2.0884 -0.2402
H 0.4989 0.9420 0.8007
C 1.9569 0.4994 -0.1164
O 2.2456 0.0212 0.9554
H 2.0632 1.5801 -0.3504
H 1.5341 -0.0957 -0.9476

HOMO-LUMO gap ... 10.843 eV
Energy relative to the best compared isomer or geometry (same formula, charge and spin) ... 83.40 kcal per mole
Structure (SMILES) ... C[C@@H]1CO1.C=O
HOMO ... -0.3749 Eh
DFT total energy ... -307.57953 Ha
Total charge ... 0

***

ORCA calculation (wB97M-V/def2-TZVPD) on an isolated molecule of C4H8O2.

Element x y z (Å)
C -1.9660 0.4743 -0.6959
O -0.6769 -0.0777 -0.6597
C 0.3310 0.7889 -0.1984
C 1.5255 -0.0998 0.0996
C 1.3572 -0.8667 1.3945
O 2.2344 -1.5140 1.9112
H -2.6519 -0.3562 -0.8783
H -2.0845 1.2161 -1.4997
H -2.2251 0.9488 0.2626
H -0.0055 1.3121 0.7151
H 0.5796 1.5622 -0.9424
H 2.4725 0.4481 0.1339
H 1.6048 -0.8332 -0.7124
H 0.3493 -0.7978 1.8617

HOMO-LUMO gap ... 10.703 eV
Energy relative to the best compared isomer or geometry (same formula, charge and spin) ... 37.51 kcal per mole
Structure (SMILES) ... COCCC=O
HOMO ... -0.3589 Eh
DFT total energy ... -307.65266 Ha
Total charge ... 0

***

ORCA calculation (wB97M-V/def2-TZVPD) on an isolated molecule of C4H8O2.

Element x y z (Å)
C -1.9984 -0.5061 0.7388
C -1.1590 -0.1771 -0.4810
O 0.1886 -0.4107 -0.0667
C 1.2161 0.0924 -0.7843
C 2.2822 0.5229 0.1859
O 1.2250 0.2236 -1.9813
H -1.7824 -1.5254 1.0710
H -1.7509 0.1763 1.5590
H -3.0666 -0.4186 0.5226
H -1.4219 -0.7836 -1.3531
H -1.2649 0.8805 -0.7462
H 1.8544 1.3541 0.7579
H 3.1877 0.8511 -0.3205
H 2.4902 -0.2794 0.8978

HOMO-LUMO gap ... 11.334 eV
Energy relative to the best compared isomer or geometry (same formula, charge and spin) ... 10.95 kcal per mole
Structure (SMILES) ... CCOC(C)=O
HOMO ... -0.3821 Eh
DFT total energy ... -307.69498 Ha
Total charge ... 0

***

ORCA calculation (wB97M-V/def2-TZVPD) on an isolated molecule of C4H8O2 at a distorted geometry.

Element x y z (Å)
C -0.6560 1.7610 0.8571
C -0.5564 0.6211 -0.2029
O -0.7910 0.9672 -1.3404
C -0.1618 -1.2092 -0.3220
C 1.2195 -1.0959 0.1672
O -0.3123 -1.3981 -1.6641
H -1.0606 1.3337 1.7672
H 0.2614 2.3085 1.1332
H -1.3549 2.5353 0.4897
H -0.6466 -2.0634 0.2165
H 1.7931 -0.3877 -0.4336
H 1.1806 -0.8154 1.2246
H 1.6002 -2.1206 0.0278
H -0.5153 -0.4364 -1.9203

HOMO-LUMO gap ... 10.331 eV
Energy relative to the best compared isomer or geometry (same formula, charge and spin) ... 58.82 kcal per mole
Structure (SMILES) ... CC(=O)[C@H](C)O
HOMO ... -0.3478 Eh
DFT total energy ... -307.61869 Ha
Total charge ... 0

***

ORCA calculation (wB97M-V/def2-TZVPD) on an isolated molecule of C4H8O2 at a distorted geometry.

Element x y z (Å)
C -1.7944 -0.7309 1.5953
C -1.0888 0.0302 0.6626
O -1.2926 1.3203 0.7419
O -0.2066 -0.4291 -0.2014
C 0.7294 0.5090 -0.7966
C 1.9267 -0.2672 -1.2732
H -1.4822 -1.7398 1.8264
H -2.8558 -0.5617 1.6118
H -1.8535 0.9912 1.6943
H 0.9988 1.2610 -0.0554
H 0.2218 1.0102 -1.6204
H 2.4241 -0.7565 -0.4369
H 1.6249 -1.0323 -1.9875
H 2.6482 0.3957 -1.7609

HOMO-LUMO gap ... 9.170 eV
Energy relative to the best compared isomer or geometry (same formula, charge and spin) ... 69.83 kcal per mole
Structure (SMILES) ... C=C(O)OCC
HOMO ... -0.3036 Eh
DFT total energy ... -307.60115 Ha
Total charge ... 0